Record 1
98
Properties=species:S:1:pos:R:3:mulliken_charge:R:1 method="wB97M-V/def2-TZVPD" orbital_gap_ev=4.3700 e_homo_ev=-15.0755 molar_mass_g_mol=820.5 e_above_lowest_kj_mol=230.1 total_charge=+3 e_tot_ha=-2769.7992
Hf -1.75 0.41 0.18 0.08
N -2.07 -4.34 -1.02 -0.05
C -2.41 -4.55 -2.38 0.19
C -2.53 -5.85 -2.85 -0.71
C -2.85 -6.09 -4.18 -0.72
C -3.05 -5.03 -5.05 -0.67
C -2.91 -3.72 -4.59 -0.76
C -2.60 -3.50 -3.26 0.89
S -2.44 -1.81 -2.68 -0.22
N -1.98 -1.99 -1.04 -0.45
C -1.83 -3.14 -0.45 0.66
C -1.29 -3.11 0.93 0.39
C -0.75 -4.25 1.53 -0.90
C -0.18 -4.16 2.79 -0.83
C -0.17 -2.93 3.43 -1.02
C -0.73 -1.85 2.78 0.02
N -1.29 -1.92 1.56 0.57
H -2.03 -5.18 -0.47 0.20
H -2.38 -6.68 -2.17 0.41
H -2.95 -7.10 -4.53 0.43
H -3.31 -5.20 -6.08 0.43
H -3.07 -2.89 -5.25 0.43
H -0.73 -5.20 1.02 0.45
H 0.25 -5.03 3.26 0.49
H 0.26 -2.81 4.41 0.55
H -0.76 -0.88 3.25 0.23
C -0.63 2.16 3.60 -1.50
Si -1.89 2.38 2.18 0.49
C -3.71 1.88 2.76 1.45
C -3.69 0.41 3.20 -1.50
C -4.76 2.02 1.64 -1.42
C -4.13 2.77 3.94 -1.74
C -1.44 3.89 0.99 1.86
C -0.05 3.64 0.40 -1.37
C -1.41 5.20 1.79 -1.69
C -2.45 4.02 -0.17 -1.44
H -0.13 3.11 3.83 0.55
H 0.16 1.44 3.38 0.29
H -1.11 1.86 4.53 0.51
H -3.41 -0.27 2.38 0.29
H -4.69 0.13 3.55 0.62
H -3.02 0.26 4.05 0.24
H -4.50 1.43 0.75 0.22
H -4.90 3.06 1.35 0.34
H -5.72 1.67 2.01 0.52
H -3.46 2.65 4.78 0.37
H -5.12 2.50 4.27 0.50
H -4.15 3.82 3.66 0.40
H 0.71 3.59 1.17 0.19
H 0.22 4.46 -0.27 0.82
H -0.02 2.70 -0.18 -0.43
H -0.63 5.19 2.55 0.39
H -2.36 5.41 2.26 0.43
H -1.18 6.03 1.11 0.48
H -2.55 3.08 -0.75 0.19
H -2.12 4.80 -0.85 0.52
H -3.43 4.32 0.20 0.37
O 0.59 0.17 -0.02 2.19
P 1.99 0.17 -0.65 -2.81
N 2.72 -1.25 -0.24 0.60
C 4.18 -1.43 -0.32 -0.17
C 4.36 -2.86 -0.84 -0.80
C 3.13 -3.56 -0.28 -0.71
C 2.05 -2.51 -0.53 0.61
N 1.79 0.29 -2.29 0.53
C 0.91 1.29 -2.91 0.05
C 1.73 1.88 -4.06 -0.68
C 2.53 0.66 -4.52 -0.79
C 2.92 0.01 -3.20 -0.24
N 2.76 1.46 0.03 0.88
C 2.88 1.39 1.50 -0.11
C 3.97 2.39 1.88 -0.86
C 4.10 3.27 0.63 -0.71
C 3.85 2.27 -0.50 -0.26
H 4.60 -1.34 0.69 0.39
H 4.65 -0.69 -0.96 0.15
H 5.29 -3.30 -0.50 0.45
H 4.35 -2.88 -1.93 0.27
H 3.24 -3.73 0.79 0.35
H 2.92 -4.51 -0.77 0.40
H 1.17 -2.62 0.11 -0.96
H 1.72 -2.56 -1.58 0.38
H 0.60 2.05 -2.19 -0.03
H 0.02 0.78 -3.30 0.15
H 2.41 2.65 -3.69 0.24
H 1.12 2.30 -4.85 0.43
H 3.40 0.92 -5.12 0.40
H 1.89 -0.01 -5.10 0.34
H 3.85 0.45 -2.83 0.32
H 3.06 -1.07 -3.30 0.13
H 3.11 0.37 1.82 0.55
H 1.90 1.65 1.92 -0.50
H 4.91 1.88 2.07 0.38
H 3.70 2.96 2.76 0.34
H 5.08 3.73 0.55 0.43
H 3.34 4.04 0.63 0.25
H 4.77 1.70 -0.68 0.33
H 3.54 2.76 -1.43 0.05

Record 2
101
Properties=species:S:1:pos:R:3:mulliken_charge:R:1 method="wB97M-V/def2-TZVPD" orbital_gap_ev=7.9442 e_homo_ev=-9.9254 molar_mass_g_mol=878.8 e_above_lowest_kj_mol=0.0 total_charge=+1 e_tot_ha=-3239.5365
Y -9.67 -16.39 4.89 -0.17
C -11.10 -15.88 7.97 0.07
C -11.44 -17.34 7.87 -0.95
N -11.05 -17.96 6.58 0.14
C -10.24 -19.16 6.77 -0.67
C -8.85 -18.81 7.31 -1.06
N -8.31 -17.69 6.54 0.12
C -7.64 -16.60 7.30 -0.42
C -8.65 -15.74 8.06 -0.88
N -9.90 -15.47 7.29 0.09
H -11.90 -15.30 7.44 -0.56
H -11.07 -15.63 9.04 0.37
H -10.91 -17.90 8.66 0.32
H -12.52 -17.50 8.07 0.58
H -11.91 -18.20 6.10 -0.06
H -10.73 -19.89 7.45 0.53
H -10.10 -19.65 5.83 0.20
H -8.82 -18.59 8.35 0.38
H -8.23 -19.72 7.24 0.48
H -7.63 -18.12 5.89 0.27
H -6.92 -16.98 8.07 0.48
H -7.11 -15.96 6.58 0.21
H -8.91 -16.18 9.03 0.45
H -8.16 -14.77 8.28 0.43
H -10.02 -14.50 7.12 0.05
S -7.15 -12.20 4.44 -0.30
C -8.51 -11.66 5.27 -0.93
C -9.46 -12.68 5.44 0.02
C -9.05 -13.94 4.93 0.54
C -7.81 -13.78 4.32 0.26
C -7.08 -14.84 3.62 0.92
C -5.89 -14.56 2.97 -1.38
C -5.24 -15.58 2.35 -0.52
C -5.76 -16.87 2.33 -1.26
C -6.89 -17.07 3.06 -0.50
N -7.54 -16.11 3.70 1.19
H -8.50 -10.61 5.57 0.46
H -10.38 -12.51 5.98 0.52
H -5.51 -13.57 2.98 0.53
H -4.36 -15.34 1.74 0.38
H -5.29 -17.67 1.78 0.51
H -7.37 -18.03 3.25 0.60
O -9.72 -18.39 3.98 0.36
C -9.74 -18.89 2.77 0.12
C -9.53 -20.28 2.59 -1.05
C -9.55 -20.82 1.39 -0.63
C -9.84 -20.06 0.26 -1.03
C -10.06 -18.72 0.37 -1.88
C -9.98 -18.06 1.64 0.21
C -10.14 -16.61 1.65 0.29
N -10.30 -15.81 2.71 1.67
C -10.38 -14.51 2.22 -0.09
C -10.19 -14.53 0.87 -1.58
N -10.11 -15.86 0.53 0.28
H -9.32 -20.96 3.42 0.41
H -9.41 -21.89 1.23 0.44
H -9.93 -20.50 -0.73 0.43
H -10.21 -18.14 -0.51 0.39
H -10.55 -13.73 2.96 0.51
H -10.23 -13.74 0.14 0.48
H -9.98 -16.28 -0.37 0.11
C -14.67 -18.41 6.30 -1.28
Si -15.12 -16.58 6.11 0.88
C -16.82 -16.69 5.40 -1.25
C -15.01 -15.84 7.82 -1.13
Sb -13.18 -15.44 4.71 -1.16
Si -14.07 -13.09 5.19 0.60
C -13.55 -12.65 6.93 -1.06
C -15.96 -13.02 4.89 -0.88
C -13.12 -11.84 4.10 -0.93
Si -14.34 -15.57 2.24 0.68
C -13.29 -16.68 1.15 -0.83
C -16.12 -16.24 2.16 -1.21
C -14.35 -13.87 1.53 -1.02
H -15.54 -18.90 6.78 0.44
H -13.81 -18.64 6.95 0.42
H -14.50 -18.83 5.30 0.28
H -17.50 -16.88 6.23 0.44
H -16.85 -17.55 4.76 0.36
H -17.16 -15.80 4.88 0.31
H -15.55 -16.42 8.54 0.51
H -15.31 -14.78 7.94 0.33
H -13.96 -15.89 8.13 0.26
H -14.11 -13.21 7.69 0.25
H -13.84 -11.59 7.09 0.44
H -12.50 -12.75 7.13 0.19
H -16.39 -13.54 5.73 0.21
H -16.13 -13.60 3.95 0.09
H -16.41 -12.02 4.80 0.44
H -12.09 -11.79 4.46 0.15
H -13.57 -10.86 4.28 0.47
H -13.10 -12.10 3.03 0.20
H -13.05 -17.64 1.61 0.23
H -12.39 -16.17 0.85 0.07
H -13.87 -16.88 0.26 0.63
H -16.23 -17.25 2.53 0.28
H -16.39 -16.27 1.12 0.47
H -16.74 -15.59 2.74 0.33
H -13.33 -13.60 1.29 0.24
H -14.75 -13.17 2.24 0.22
H -14.95 -13.82 0.62 0.45